(1)
{
  "formula": "C22H27BFeO4",
  "method": "wB97M-V/def2-TZVPD",
  "spin_multiplicity": 5,
  "homo_lumo_gap_ev": [5.370, 5.465],
  "e_homo_ev": [-4.94, -8.40],
  "de_lowest_kj_mol": 0.0,
  "e_lumo_ev": [0.4333, -2.9393],
  "species": ["C", "C", "C", "C", "C", "B", "O", "C", "C", "C", "C", "O", "C", "O", "O", "H", "H", "H", "H", "H", "H", "H", "H", "H", "H", "H", "H", "H", "H", "C", "C", "C", "C", "C", "C", "C", "Fe", "C", "C", "C", "C", "C", "H", "H", "H", "H", "H", "H", "H", "H", "H", "H", "H", "H", "H"],
  "coordinates": [[8.0906, -0.6388, 0.7470], [7.0151, 0.3396, 0.7374], [7.0106, 1.7180, 0.7412], [5.6451, 2.1197, 0.7329], [4.8981, 0.9472, 0.7436], [3.3281, 0.6601, 0.7225], [3.0646, -0.0836, 1.9466], [1.6788, -0.2755, 1.8998], [1.1496, 0.4099, 0.5860], [-0.3531, 0.2868, 0.4487], [1.8296, -0.2686, -0.6573], [3.2028, -0.0695, -0.5487], [1.4815, 1.9425, 0.6244], [2.8575, 2.0681, 0.6989], [5.7226, -0.1364, 0.7307], [9.0410, -0.1019, 0.7509], [8.0373, -1.2757, 1.6417], [8.0492, -1.2847, -0.1415], [7.8825, 2.3643, 0.7507], [5.2399, 3.1174, 0.7267], [1.4561, -1.3622, 1.8855], [1.2167, 0.1872, 2.7971], [-0.4996, 0.7855, -0.5154], [-0.2653, -0.8276, 0.4554], [-0.5437, 0.9435, 1.3214], [1.6012, -1.3543, -0.6561], [1.4502, 0.1847, -1.5968], [1.0932, 2.4362, -0.2891], [1.0155, 2.4090, 1.5153], [-2.4878, 0.1385, 2.0174], [-1.9435, -0.3939, 0.7034], [-2.7667, 0.1490, -0.4758], [-2.4939, 0.0771, -1.9228], [-3.5982, 0.7139, -2.6299], [-4.4981, 1.2611, -1.6407], [-3.9564, 0.9658, -0.3368], [-4.2470, -0.6904, -1.3977], [-5.1552, -1.9048, -0.1305], [-4.0726, -2.5839, -0.8230], [-4.3146, -2.4719, -2.2486], [-5.5513, -1.7257, -2.4365], [-6.0669, -1.3782, -1.1254], [-1.8352, -0.1390, 2.8415], [-2.5586, 1.2372, 1.9436], [-3.4943, -0.2367, 2.2575], [-2.0105, -1.4994, 0.6649], [-1.5944, -0.3615, -2.3686], [-3.6748, 0.8229, -3.7184], [-5.3876, 1.8580, -1.8474], [-4.3507, 1.3211, 0.6059], [-5.2971, -1.8858, 0.9510], [-3.2742, -3.1604, -0.3514], [-3.7102, -2.9428, -3.0276], [-6.0419, -1.5347, -3.3914], [-7.0140, -0.8764, -0.9120]],
  "atomic_forces_ev_per_a": [[0.7, -0.2, 0.0], [-1.1, -0.4, 0.0], [-1.2, 1.3, 0.0], [2.6, 0.1, 0.0], [0.0, -1.7, 0.0], [3.4, 0.9, 0.0], [-0.1, 0.3, -0.7], [-0.7, 0.3, -0.5], [1.6, 0.4, -0.1], [1.2, 0.3, 0.0], [-0.8, 0.3, 0.5], [-0.1, 0.3, 0.7], [-0.6, -0.7, -0.1], [0.3, -0.7, 0.0], [0.8, 1.0, 0.1], [0.0, -0.2, 0.0], [-0.1, 0.1, -0.2], [-0.1, 0.1, 0.2], [-0.2, -0.3, 0.0], [-0.1, -0.1, 0.0], [-0.2, 0.3, 0.0], [-0.1, -0.2, -0.4], [-0.4, -0.3, 0.2], [0.5, -0.6, -0.3], [-0.5, 0.1, 0.1], [-0.1, 0.3, 0.0], [-0.1, -0.2, 0.3], [-0.1, -0.2, 0.3], [-0.1, -0.2, -0.3], [-0.3, 0.0, -0.2], [-5.2, 0.0, -0.8], [0.4, 1.5, 0.4], [0.2, 1.1, 0.0], [1.8, 0.9, 0.2], [0.9, 0.9, 0.8], [1.3, 2.3, -0.3], [-0.2, 0.2, -1.2], [-1.3, -2.1, -0.3], [-1.3, -0.7, -0.5], [-1.5, -2.2, 0.3], [0.3, -1.5, 0.0], [-0.4, -1.4, 0.8], [0.2, 0.1, 0.2], [0.2, -0.4, 0.2], [0.2, 0.0, -0.2], [0.7, 0.5, 0.1], [-0.6, 0.0, 0.2], [-0.1, -0.2, 0.7], [0.3, -0.4, 0.1], [-0.2, -0.3, -0.2], [0.2, 0.2, -0.4], [-0.2, 0.5, -0.2], [-0.2, 0.4, 0.3], [0.3, 0.1, 0.4], [0.5, -0.1, -0.2]]
}

***

(2)
{
  "formula": "C22H27BrF6N2O22P",
  "method": "wB97M-V/def2-TZVPD",
  "homo_lumo_gap_ev": 6.438,
  "e_homo_ev": -5.25,
  "charge": -1,
  "e_lumo_ev": 1.1897,
  "species": ["C", "C", "O", "N", "C", "C", "O", "P", "Br", "O", "N", "O", "H", "H", "H", "H", "H", "H", "H", "H", "H", "C", "C", "O", "C", "O", "O", "F", "H", "H", "H", "C", "C", "O", "C", "O", "O", "F", "H", "H", "H", "C", "C", "O", "C", "O", "O", "F", "H", "H", "H", "C", "C", "O", "C", "O", "O", "F", "H", "H", "H", "C", "C", "O", "C", "O", "O", "F", "H", "H", "H", "C", "C", "O", "C", "O", "O", "F", "H", "H", "H"],
  "coordinates": [[-2.7469, -7.3343, 3.2661], [-2.5491, -6.1516, 2.3473], [-2.9159, -5.0493, 2.7138], [-1.9133, -6.2929, 1.0926], [-0.6615, -5.6449, 1.0176], [0.1170, -5.4097, 2.2949], [-0.1916, -5.3139, -0.0529], [-1.9215, -7.9649, 0.2976], [-3.1578, -7.1144, -1.6297], [-1.8458, -9.6357, -0.4602], [-2.6798, -10.5033, 0.1488], [-2.1012, -11.3371, 0.7697], [-1.8158, -7.8654, 3.4595], [-3.1839, -6.9550, 4.1901], [-3.4567, -8.0434, 2.8329], [-0.4965, -4.8609, 3.0096], [0.9644, -4.7769, 2.0396], [0.4615, -6.3496, 2.7308], [-3.1903, -8.2493, 0.8248], [-1.2119, -8.5452, 1.3997], [-0.7714, -7.6833, -0.4415], [1.3626, -1.0107, 0.9063], [2.7266, -1.1594, 0.2808], [3.4315, -1.9063, 1.2560], [2.5101, -2.6499, 1.9414], [2.7650, -3.5707, 2.6408], [1.2622, -2.2011, 1.6894], [3.3127, 0.0470, 0.0952], [1.3214, -0.1366, 1.5558], [0.5581, -0.9627, 0.1790], [2.7322, -1.7052, -0.6634], [4.6392, 3.9878, -2.0997], [5.4735, 2.7301, -2.1880], [4.5476, 1.7271, -1.7907], [3.3020, 2.1667, -2.1162], [2.3219, 1.5028, -2.1640], [3.3327, 3.4946, -2.4000], [6.5023, 2.7350, -1.3094], [4.6535, 4.3942, -1.0868], [4.9335, 4.7531, -2.8125], [5.8483, 2.5047, -3.1834], [-1.5389, 2.9514, -0.7881], [-0.6684, 1.7142, -0.7202], [-1.6000, 0.7130, -0.3411], [-2.8193, 1.0903, -0.7920], [-3.7707, 0.3822, -0.8574], [-2.8080, 2.3899, -1.1559], [0.2929, 1.8034, 0.2267], [-1.6166, 3.4255, 0.1911], [-1.2158, 3.6770, -1.5283], [-0.1981, 1.4280, -1.6622], [-6.1199, 1.9973, -2.3973], [-7.2813, 2.7327, -1.7645], [-6.6468, 3.8613, -1.1908], [-5.5180, 4.1200, -1.9163], [-4.8927, 5.1242, -1.8447], [-5.2342, 3.0793, -2.7191], [-7.8837, 2.0168, -0.7837], [-5.6324, 1.3318, -1.6841], [-6.3835, 1.4432, -3.2933], [-8.0467, 3.0729, -2.4646], [8.9381, 6.9687, -2.6875], [9.5528, 5.9655, -1.7327], [8.7163, 4.8369, -1.9056], [8.1942, 4.8883, -3.1577], [7.6525, 3.9900, -3.7080], [8.3888, 6.1158, -3.6962], [9.4954, 6.3755, -0.4460], [8.1353, 7.5237, -2.2002], [9.6540, 7.6603, -3.1209], [10.5809, 5.6841, -1.9664], [-4.6076, 1.9435, 2.8455], [-4.9333, 3.2072, 3.6137], [-3.6477, 3.7490, 3.8663], [-2.8137, 3.3203, 2.8800], [-1.7480, 3.7811, 2.6433], [-3.3878, 2.3106, 2.1919], [-5.5525, 2.9565, 4.7907], [-4.4208, 1.1079, 3.5206], [-5.3612, 1.6631, 2.1157], [-5.5222, 3.9382, 3.0572]],
  "atomic_forces_ev_per_a": [[-0.5, -0.1, 0.0], [-0.2, 0.5, -0.1], [0.2, -0.2, 0.0], [0.6, -0.6, 1.0], [-0.2, 0.6, -0.7], [-0.1, 0.6, -0.2], [0.0, -0.4, 0.2], [0.3, -0.4, 0.2], [-0.3, 0.2, -0.4], [0.1, -0.1, 0.3], [0.0, 0.4, 0.1], [0.0, -0.3, -0.2], [0.0, 0.0, -0.1], [0.1, 0.0, 0.0], [0.1, 0.0, 0.0], [0.1, -0.2, 0.1], [-0.1, -0.3, 0.1], [-0.1, 0.0, 0.0], [-0.1, 0.1, -0.2], [0.0, 0.0, 0.0], [-0.1, 0.1, -0.2], [-0.3, 0.0, -0.1], [-0.1, 0.1, 0.0], [-0.1, -0.1, -0.1], [-0.1, 0.0, 0.0], [0.3, 0.2, 0.1], [0.1, 0.1, 0.0], [0.3, -0.1, 0.2], [0.1, 0.0, 0.0], [-0.1, -0.2, 0.1], [0.1, 0.1, -0.1], [0.0, 0.1, 0.0], [0.0, -0.2, 0.3], [-0.2, 0.1, -0.4], [0.1, 0.0, 0.1], [0.0, 0.0, 0.0], [0.0, 0.0, 0.0], [0.0, 0.0, 0.0], [0.1, -0.1, 0.0], [-0.1, -0.1, -0.1], [0.1, 0.0, 0.0], [0.0, 0.1, 0.0], [0.0, 0.0, 0.0], [0.0, -0.1, -0.3], [0.0, 0.1, 0.2], [-0.1, 0.0, 0.1], [0.1, 0.1, 0.0], [0.0, 0.0, 0.1], [0.1, -0.1, 0.0], [-0.1, -0.1, -0.1], [0.1, 0.0, 0.1], [0.0, -0.1, 0.0], [0.1, 0.0, 0.1], [-0.1, 0.1, -0.2], [0.2, -0.1, 0.1], [0.0, 0.0, 0.1], [-0.1, 0.0, -0.1], [0.0, 0.0, 0.1], [0.0, 0.0, 0.0], [0.1, 0.1, -0.1], [-0.1, -0.1, 0.1], [0.0, 0.1, 0.0], [-0.1, 0.0, 0.0], [0.2, -0.1, -0.1], [0.0, 0.1, 0.0], [-0.1, 0.1, 0.0], [0.0, 0.0, 0.0], [-0.1, 0.0, 0.0], [0.0, 0.0, 0.1], [0.0, -0.1, -0.1], [0.0, 0.0, 0.1], [-0.1, -0.1, -0.1], [0.1, -0.1, 0.1], [-0.1, 0.1, -0.2], [-0.1, -0.1, 0.0], [0.1, 0.0, 0.0], [0.0, 0.0, -0.1], [0.1, 0.0, 0.0], [0.0, 0.0, 0.1], [0.1, 0.1, -0.1], [-0.1, 0.0, 0.1]]
}

***

(3)
{
  "formula": "C22H27BrIN4Sr",
  "method": "wB97M-V/def2-TZVPD",
  "homo_lumo_gap_ev": 7.341,
  "e_homo_ev": -9.99,
  "de_lowest_kj_mol": 69.9,
  "charge": 1,
  "e_lumo_ev": -2.6531,
  "species": ["Sr", "N", "C", "C", "C", "C", "N", "H", "H", "H", "H", "H", "H", "H", "H", "H", "H", "H", "H", "C", "N", "C", "C", "C", "C", "C", "N", "C", "C", "C", "C", "C", "C", "H", "H", "H", "H", "H", "H", "H", "H", "H", "H", "H", "Br", "C", "C", "C", "C", "C", "C", "I", "H", "H", "H", "H"],
  "coordinates": [[0.5368, -0.5086, 1.3977], [0.5854, -0.2452, 4.1580], [-0.5515, -0.8431, 4.8993], [-0.4331, -2.3583, 4.9723], [-0.2641, -3.0709, 3.6330], [-1.4567, -2.9195, 2.6864], [-0.9998, -2.7087, 1.2951], [1.4601, -0.6014, 4.5379], [0.6191, 0.7525, 4.3533], [-1.4721, -0.5469, 4.3877], [-0.6215, -0.4383, 5.9107], [-1.3223, -2.7409, 5.4806], [0.4070, -2.6153, 5.6233], [-0.0744, -4.1298, 3.8173], [0.6583, -2.7338, 3.1419], [-2.0665, -2.0541, 2.9593], [-2.1196, -3.7837, 2.7682], [-1.7944, -2.6526, 0.6651], [-0.4658, -3.5136, 0.9775], [-0.0928, 0.4631, -2.0699], [0.8040, -0.0324, -1.0134], [2.0755, -0.0400, -1.2640], [3.0958, -0.4488, -0.3442], [4.4624, -0.4191, -0.5953], [5.0920, -0.8752, 0.5670], [4.0682, -1.1793, 1.4555], [2.8431, -0.9242, 0.9450], [0.3178, 0.1570, -3.4876], [0.5375, 1.1785, -4.4006], [0.8923, 0.8893, -5.7142], [1.0361, -0.4270, -6.1178], [0.8276, -1.4585, -5.2073], [0.4712, -1.1653, -3.9033], [-0.2305, 1.5438, -1.9564], [-1.0785, 0.0218, -1.8866], [2.4391, 0.2790, -2.2427], [4.9243, -0.0974, -1.5161], [6.1485, -0.9893, 0.7426], [4.1718, -1.5759, 2.4568], [0.4336, 2.2105, -4.0848], [1.0618, 1.6921, -6.4194], [1.3116, -0.6541, -7.1390], [0.9424, -2.4874, -5.5214], [0.3142, -1.9679, -3.1910], [-2.5450, 5.1930, 2.2412], [-2.8861, 4.2947, 0.6294], [-3.3403, 5.0475, -0.4506], [-3.6083, 4.4399, -1.6642], [-3.4351, 3.0714, -1.8177], [-2.9862, 2.3133, -0.7499], [-2.7102, 2.9303, 0.4657], [-2.0367, 1.7369, 2.0234], [-3.4787, 6.1122, -0.3268], [-3.9582, 5.0429, -2.4909], [-3.6509, 2.5911, -2.7623], [-2.8584, 1.2458, -0.8536]],
  "atomic_forces_ev_per_a": [[-0.4, -0.1, 0.4], [0.0, 0.1, 0.0], [0.0, 0.1, -0.1], [-0.1, -0.1, 0.2], [0.1, -0.1, 0.0], [-0.1, 0.0, -0.1], [0.1, 0.0, -0.1], [0.0, -0.1, 0.0], [0.0, 0.0, 0.0], [0.0, 0.0, 0.0], [0.0, -0.1, 0.0], [0.0, 0.0, 0.0], [0.0, 0.0, 0.0], [-0.1, 0.0, 0.0], [-0.1, 0.1, 0.0], [0.1, 0.0, 0.0], [0.0, 0.0, 0.0], [0.0, 0.0, 0.0], [0.0, 0.0, 0.1], [-0.1, 0.0, 0.1], [0.1, 0.2, -0.3], [0.3, -0.1, 0.2], [-0.5, 0.0, -0.1], [0.2, 0.0, 0.1], [-0.1, 0.0, -0.2], [-0.2, 0.0, 0.2], [0.5, 0.0, -0.4], [0.0, 0.0, 0.0], [0.0, 0.0, 0.0], [0.0, 0.0, 0.0], [0.0, 0.0, 0.0], [0.0, 0.1, 0.0], [0.0, 0.0, 0.1], [0.1, 0.0, 0.0], [0.0, 0.0, 0.0], [0.0, 0.0, 0.0], [0.0, 0.0, 0.0], [0.0, 0.0, 0.0], [0.0, 0.0, 0.0], [0.0, 0.0, 0.0], [0.0, 0.0, 0.0], [0.0, 0.0, 0.0], [0.0, 0.0, 0.0], [0.0, 0.0, 0.0], [0.1, 0.0, 0.1], [-0.1, 0.1, -0.2], [0.0, 0.0, 0.0], [0.0, 0.0, 0.0], [0.0, 0.0, 0.0], [0.0, 0.1, 0.0], [0.0, 0.0, -0.3], [0.0, -0.2, 0.4], [0.0, 0.0, 0.0], [0.0, 0.0, 0.0], [0.0, 0.0, 0.0], [0.0, 0.0, 0.0]]
}

***

(4)
{
  "formula": "C22H27ClCoO10P2SSi",
  "method": "wB97M-V/def2-TZVPD",
  "spin_multiplicity": 4,
  "homo_lumo_gap_ev": [3.215, 5.426],
  "e_homo_ev": [0.31, -1.90],
  "de_lowest_kj_mol": 0.0,
  "charge": -2,
  "e_lumo_ev": [3.5260, 3.5256],
  "species": ["Co", "Cl", "C", "C", "C", "C", "O", "C", "C", "O", "C", "H", "H", "H", "H", "C", "C", "O", "P", "O", "O", "O", "P", "O", "O", "O", "H", "H", "H", "H", "H", "H", "H", "C", "Si", "C", "C", "H", "H", "H", "H", "H", "H", "H", "H", "H", "C", "C", "O", "S", "C", "C", "C", "C", "C", "C", "C", "C", "H", "H", "H", "H", "H", "H", "H"],
  "coordinates": [[1.0457, -1.0145, -0.2584], [4.8507, -2.0167, 6.0345], [4.2511, -1.6761, 4.4009], [4.9981, -0.8576, 3.5652], [4.4950, -0.5745, 2.2863], [3.2756, -1.0752, 1.8103], [2.8565, -0.7508, 0.6195], [2.5292, -1.9580, 2.6942], [1.3203, -2.5575, 2.3175], [0.6572, -2.4071, 1.1809], [3.0536, -2.2202, 3.9942], [5.9418, -0.4473, 3.9050], [5.0522, 0.0745, 1.6169], [0.8753, -3.2396, 3.0494], [2.4871, -2.8552, 4.6675], [0.1974, -3.8689, -4.4243], [-0.2618, -3.7941, -2.9756], [-1.1689, -4.8784, -2.6679], [-1.2471, -2.2781, -2.6810], [-0.8624, -1.1937, -3.7946], [-2.6821, -2.7493, -3.2251], [-1.2646, -1.7265, -1.3141], [1.2076, -3.8598, -1.8190], [0.4704, -4.4738, -0.5418], [2.1831, -4.8110, -2.3938], [1.5982, -2.4083, -1.5837], [-0.6423, -3.7566, -5.1171], [0.6852, -4.8310, -4.5805], [0.9235, -3.0784, -4.6191], [-0.9157, -5.1686, -1.7729], [-0.5192, -0.3920, -3.3681], [-2.7701, -3.6940, -3.0028], [0.3388, -3.7454, 0.1914], [2.7429, 1.8574, -1.1514], [1.4655, 0.6351, -1.7687], [2.2009, 0.0132, -3.3953], [-0.0227, 1.6841, -2.3472], [3.0537, 2.5311, -1.9605], [3.6120, 1.3044, -0.7838], [2.3527, 2.4531, -0.3187], [2.3189, 0.8520, -4.0912], [1.5748, -0.7511, -3.8695], [3.1780, -0.4476, -3.2170], [0.0253, 1.8762, -3.4259], [0.0036, 2.6494, -1.8281], [-0.9944, 1.2340, -2.1066], [-6.0660, 4.7362, 1.5366], [-5.1972, 5.7730, 2.1959], [-5.1140, 6.8981, 1.8257], [-4.3219, 5.2065, 3.6974], [-3.2634, 4.0147, 2.9062], [-2.3132, 4.4284, 1.9747], [-1.4841, 3.4953, 1.3743], [-1.5744, 2.1298, 1.6924], [-2.5354, 1.7369, 2.6326], [-3.3706, 2.6659, 3.2318], [-0.7127, 1.1779, 1.0704], [0.0227, 0.3695, 0.5392], [-6.4502, 5.1105, 0.5881], [-6.8954, 4.5053, 2.2054], [-5.4993, 3.8184, 1.3778], [-2.2302, 5.4805, 1.7278], [-0.7413, 3.8079, 0.6517], [-2.6146, 0.6869, 2.8836], [-4.1095, 2.3509, 3.9582]],
  "atomic_forces_ev_per_a": [[0.5, -1.4, 0.9], [0.0, 0.0, -0.1], [-0.1, 0.0, -0.1], [0.0, 0.0, 0.0], [0.0, 0.0, 0.1], [0.0, 0.0, -0.1], [0.1, 0.1, 0.0], [-0.1, 0.1, -0.1], [-0.2, 0.1, -0.6], [0.1, -0.4, 0.2], [0.0, 0.0, 0.0], [0.0, 0.0, 0.0], [0.0, 0.0, 0.0], [-0.1, 0.0, -0.1], [0.0, 0.0, 0.0], [-0.1, -0.2, 0.0], [0.2, 0.3, 0.1], [0.1, -0.1, -0.1], [-0.2, 0.0, 0.0], [-0.1, 0.0, 0.1], [-0.1, -0.1, 0.0], [0.1, -0.1, 0.0], [0.1, 0.2, -0.3], [-0.3, 0.9, 1.2], [0.0, 0.1, 0.0], [-0.1, -0.1, -0.2], [0.0, 0.0, 0.0], [0.0, 0.0, 0.0], [0.0, 0.0, 0.0], [-0.1, 0.1, -0.1], [0.0, -0.1, -0.1], [0.1, 0.1, 0.0], [0.4, -0.6, -0.7], [0.1, 0.1, 0.3], [0.1, 0.6, -0.1], [0.0, -0.5, -0.1], [-0.3, -0.1, 0.0], [-0.1, 0.0, 0.0], [-0.1, 0.1, 0.0], [0.0, -0.1, -0.1], [0.0, 0.0, 0.1], [0.2, 0.1, 0.0], [-0.1, 0.0, 0.0], [0.0, 0.1, 0.0], [0.0, -0.1, -0.1], [0.1, 0.0, 0.0], [0.1, -0.1, -0.2], [-0.2, -0.9, 0.3], [0.0, 1.0, -0.2], [0.1, 0.2, -0.1], [-0.1, -0.1, 0.0], [0.0, -0.1, 0.0], [-0.1, 0.0, 0.0], [0.1, 0.0, -0.1], [-0.1, 0.0, 0.1], [0.1, 0.0, -0.1], [-0.1, 0.2, 0.2], [-0.2, 0.5, -0.4], [0.1, 0.0, 0.0], [0.0, 0.0, 0.0], [0.0, 0.0, 0.0], [0.0, 0.0, 0.0], [0.0, 0.0, 0.0], [0.0, 0.0, 0.0], [0.0, 0.0, 0.0]]
}

***

Number 1: total energy -66496.4268 eV. Number 2: total energy -166913.4053 eV. Number 3: total energy -108188.3910 eV. Number 4: total energy -131173.8795 eV.